Entry from the Open Molecules 2025 dataset: a structure of composition C46H40GaN4O8S2Se at a distorted geometry (wB97M-V/def2-TZVPD).

Its highest occupied orbital energy is -10.056 eV. The value obtained for the relative energy (zero: lowest compared OMol25 entry of this formula, charge and spin) is 23.2 kcal per mole. The calculation puts the HOMO-LUMO gap at 7.7 eV.

ORCA input file:
```
! RIJCOSX wB97M-V def2-TZVPD def2/J DEFGRID3
* xyz 1 1
Ga -0.78856 -0.66786 0.68932
C 5.81729 -6.12423 0.36692
C 4.93067 -4.91795 0.35672
C 3.55662 -5.03607 0.16893
C 2.73400 -3.92048 0.16235
C 3.30448 -2.67650 0.35153
C 4.67575 -2.52860 0.51450
C 5.48268 -3.64882 0.51782
S 2.41548 -1.12782 0.52753
O 0.96449 -1.43800 0.06323
C 2.31869 -1.24380 2.30289
C 1.55251 -2.28912 2.85419
C 1.30915 -2.31201 4.19217
C 1.77244 -1.26506 5.02334
C 1.43989 -1.22305 6.39417
C 1.82422 -0.16646 7.17194
C 2.56915 0.88411 6.61400
C 2.95813 0.84539 5.30325
C 2.56618 -0.22400 4.47034
C 2.88763 -0.25125 3.08043
C 3.88859 0.71988 2.53293
C 5.23516 0.53705 2.98425
C 5.60385 -0.54333 3.82165
C 6.90912 -0.73632 4.17846
C 7.90407 0.15750 3.74631
C 7.57726 1.22133 2.95418
C 6.24397 1.42805 2.53439
C 5.89595 2.49376 1.67684
C 4.62082 2.63324 1.22338
C 3.62240 1.71805 1.60828
S 1.98505 1.80288 0.83430
O 1.32013 3.05053 1.23596
C 2.60819 2.17899 -0.83952
C 3.60977 1.47883 -1.49784
C 3.93408 1.81423 -2.80422
C 3.27476 2.84117 -3.47008
C 3.59831 3.20783 -4.88733
C 2.29539 3.55349 -2.78329
C 1.96011 3.22216 -1.48386
H 5.29460 -6.99002 0.76602
H 6.70745 -5.94381 0.96505
H 6.13402 -6.35635 -0.65080
H 3.12818 -6.01936 0.03276
H 1.66610 -4.01552 0.01417
H 5.09688 -1.54129 0.66231
H 6.54892 -3.53871 0.65206
H 1.18225 -3.07422 2.20812
H 0.72944 -3.11510 4.63028
H 0.85197 -2.03204 6.80794
H 1.52791 -0.12538 8.20972
H 2.82438 1.73637 7.22593
H 3.53680 1.65321 4.87871
H 4.84371 -1.22401 4.17585
H 7.17809 -1.58086 4.79766
H 8.92969 -0.00753 4.04448
H 8.33582 1.92392 2.63564
H 6.66369 3.19023 1.36753
H 4.35276 3.44933 0.56813
H 4.16635 0.69964 -0.99613
H 4.72049 1.26889 -3.30823
H 4.37997 2.57490 -5.29882
H 3.92678 4.24511 -4.94274
H 2.70727 3.11538 -5.50760
H 1.79506 4.37819 -3.27217
H 1.21642 3.78635 -0.93622
O -2.73190 -0.37545 6.44886
C -2.30033 -0.46552 5.33508
C -2.56823 -1.59909 4.34126
O -3.17349 -2.62706 4.55181
C -1.89877 -1.17690 3.12579
C -1.16051 -0.02467 3.30340
O -0.42723 0.40409 2.32964
C -1.38193 0.54314 4.63611
O -0.97118 1.58351 5.08411
O -1.87188 -1.75492 1.93999
C -2.71236 -3.48915 -2.83347
N -2.17577 -4.03775 -1.60597
C -1.62199 -3.28762 -0.63904
N -1.09913 -3.93851 0.41899
O -1.58696 -2.03447 -0.74941
H -3.44188 -4.18297 -3.24379
H -1.92123 -3.31895 -3.56689
H -3.19974 -2.54698 -2.60085
H -2.10890 -5.03950 -1.53840
H -1.32171 -4.90896 0.57093
H -1.00818 -3.35829 1.24773
C -4.15905 1.01631 1.48904
N -4.22742 0.44478 0.16185
C -5.29066 -0.22989 -0.37379
C -4.99307 -0.48816 -1.67116
N -3.74784 0.02755 -1.91205
C -3.03025 0.04592 -3.16577
C -3.27792 0.57136 -0.77949
Se -1.55909 1.31709 -0.54012
H -5.07657 0.79440 2.02752
H -4.02755 2.09631 1.41734
H -3.31593 0.60709 2.04451
H -6.16626 -0.46665 0.19900
H -5.56849 -0.98628 -2.42693
H -3.62503 -0.43799 -3.93553
H -2.07317 -0.46285 -3.04969
H -2.83412 1.07785 -3.45476
*
```